(1)
ORCA calculation (wB97M-V/def2-TZVPD) on a single C24H24FNO2S molecule.

Each line ends with the Löwdin charge.
Geometry (Å):
C (-6.400823, -2.107832, 0.327346)  -0.096
H (-6.396440, -2.089040, -0.760167)  0.073
H (-6.820533, -1.169641, 0.683112)  0.074
H (-7.040050, -2.922901, 0.658848)  0.067
C (-4.978694, -2.289569, 0.861342)  -0.218
C (-4.095484, -1.164575, 0.402381)  -0.260
C (-3.978754, -0.000403, 1.145923)  -0.032
C (-3.199102, 1.060414, 0.716407)  -0.010
C (-2.510170, 0.967300, -0.485616)  -0.284
C (-2.632126, -0.194855, -1.248299)  -0.025
C (-3.414348, -1.241177, -0.807364)  -0.038
H (-3.493940, -2.134828, -1.409906)  0.117
H (-2.104211, -0.253313, -2.187955)  0.120
O (-1.693502, 1.930998, -1.001588)  -0.062
C (-1.463199, 3.109007, -0.253466)  -0.186
C (-0.299673, 3.838864, -0.925918)  -0.132
N (0.906339, 3.057942, -0.798865)  0.061
C (1.897310, 3.399738, 0.056376)  -0.478
O (1.984385, 4.495198, 0.571217)  0.080
C (2.939800, 2.342394, 0.268330)  -0.147
C (4.271523, 2.698024, 0.082062)  -0.016
C (5.287606, 1.791709, 0.322053)  -0.067
C (4.984943, 0.528433, 0.802736)  -0.067
C (3.667781, 0.172717, 1.028692)  -0.103
C (2.644057, 1.061947, 0.733938)  -0.451
S (0.958818, 0.547991, 1.052639)  0.970
C (0.690635, -0.625129, -0.354449)  -0.380
C (1.664098, -1.748968, -0.346832)  -0.319
C (1.508489, -2.804643, 0.546813)  -0.038
C (2.433072, -3.829946, 0.595605)  -0.001
C (3.519140, -3.786736, -0.261330)  -0.277
C (3.700067, -2.752208, -1.160237)  -0.002
C (2.766990, -1.732011, -1.194419)  -0.048
H (2.899255, -0.914808, -1.888534)  0.123
H (4.558235, -2.750273, -1.813031)  0.120
F (4.427717, -4.782739, -0.217523)  0.057
H (2.324679, -4.653319, 1.283546)  0.119
H (0.658418, -2.812943, 1.212717)  0.121
H (-0.332117, -0.966194, -0.196498)  0.066
H (0.744412, -0.054494, -1.281625)  0.081
H (3.428701, -0.792462, 1.447682)  0.106
H (5.772783, -0.176254, 1.022140)  0.107
H (6.315283, 2.077607, 0.156594)  0.105
H (4.492233, 3.700455, -0.252250)  0.121
H (0.828153, 2.102245, -1.108715)  0.102
H (-0.120913, 4.799105, -0.439144)  0.126
H (-0.527479, 3.992123, -1.984496)  0.128
H (-2.360250, 3.741764, -0.245848)  0.135
H (-1.182568, 2.860396, 0.777668)  0.118
H (-3.139338, 1.948572, 1.324947)  0.107
H (-4.505545, 0.085593, 2.085502)  0.117
H (-5.005414, -2.317457, 1.952491)  0.108
H (-4.580254, -3.241795, 0.504956)  0.108

Cartesian forces, eV/Å:
C 0.111 -0.153 0.126
H -0.047 0.019 -0.104
H -0.075 0.086 0.001
H -0.133 -0.054 -0.007
C -0.189 0.110 -0.117
C 0.025 -0.095 0.205
C -0.015 -0.201 -0.113
C 0.202 0.329 -0.085
C -0.050 -0.200 -0.060
C 0.026 0.225 -0.028
C 0.037 0.104 0.050
H -0.006 -0.107 -0.068
H 0.079 0.001 -0.106
O 0.036 -0.180 -0.120
C 0.166 0.475 0.112
C -0.342 -0.125 0.186
N -0.147 -0.004 -0.395
C 0.000 -0.252 -0.346
O 0.068 0.263 0.224
C 0.240 -0.080 0.169
C -0.085 0.094 -0.042
C -0.008 0.033 -0.027
C 0.016 -0.046 0.048
C 0.241 0.028 0.058
C -0.578 -0.094 0.069
S 0.070 -0.274 0.054
C 0.059 0.487 0.427
C 0.037 -0.123 -0.190
C 0.083 0.092 -0.185
C 0.161 -0.096 -0.015
C -0.045 0.169 -0.050
C 0.114 -0.256 0.099
C -0.264 -0.137 0.081
H 0.007 0.099 -0.049
H 0.107 -0.032 -0.056
F -0.051 0.038 0.001
H 0.012 -0.103 0.056
H -0.087 -0.012 0.092
H 0.005 0.030 -0.093
H -0.107 -0.096 -0.086
H -0.023 -0.064 0.027
H 0.086 -0.059 0.019
H 0.089 0.035 -0.018
H 0.040 0.104 -0.005
H 0.170 0.059 0.128
H -0.079 -0.071 -0.101
H -0.032 0.093 0.098
H 0.040 -0.087 0.005
H -0.049 0.021 -0.109
H 0.043 0.097 0.040
H -0.053 0.001 0.114
H 0.064 -0.076 -0.006
H 0.035 -0.014 0.092

Multiplicity: 1
Energy relative to the best compared isomer or geometry (same formula, charge and spin) (kcal per mole): 0.7
SMILES: CCc1ccc(OCCNC(=O)c2ccccc2SCc2ccc(F)cc2)cc1
LUMO level (eV): 0.65



(2)
ORCA calculation (wB97M-V/def2-TZVPD) on a molecular structure, C24H24FeN3O7Se.

Each line ends with the Mulliken spin population.
Geometry (Å):
Fe (0.106241, 1.056552, -1.301014)  3.735
O (3.663757, -1.589852, 4.513915)  0.000
N (4.347439, -0.886376, 3.795121)  0.000
O (5.495268, -0.572378, 4.039307)  0.000
C (3.759443, -0.410966, 2.532540)  0.000
C (4.624834, -0.216467, 1.516168)  0.001
C (4.152149, 0.164840, 0.227348)  0.004
C (5.008146, 0.371228, -0.872905)  0.003
C (4.471491, 0.727359, -2.076829)  0.001
C (3.074889, 0.845369, -2.193597)  0.000
N (2.264580, 0.638443, -1.176056)  0.043
C (2.781828, 0.340877, 0.029473)  -0.020
C (1.870562, 0.220224, 1.148177)  0.005
N (0.581841, 0.533674, 0.913274)  0.024
C (-0.284564, 0.442479, 1.897463)  0.003
C (0.085123, 0.034428, 3.186174)  0.000
C (1.391513, -0.275063, 3.447805)  0.001
C (2.340781, -0.185993, 2.408599)  -0.002
H (5.681819, -0.372630, 1.680869)  0.000
H (6.077706, 0.254933, -0.744643)  0.000
H (5.092249, 0.924484, -2.938609)  0.000
H (2.593430, 1.128120, -3.121493)  0.000
H (-1.313655, 0.692273, 1.669080)  0.000
H (-0.667731, -0.027579, 3.959225)  0.000
H (1.693544, -0.585912, 4.434575)  0.000
C (-3.893749, 2.728480, -0.304811)  0.002
C (-3.030515, 1.645337, -0.941587)  0.033
C (-3.420566, 1.452790, -2.410241)  0.001
C (-3.044857, 0.324221, -0.193149)  0.010
C (-3.962462, 0.052784, 0.811855)  -0.006
C (-3.967153, -1.162631, 1.487926)  0.009
C (-3.044921, -2.131557, 1.127920)  -0.004
C (-2.104305, -1.910592, 0.128108)  -0.001
C (-1.138774, -3.020423, -0.243413)  0.002
C (-1.290509, -3.446496, -1.705569)  0.001
C (0.322035, -2.687009, 0.073151)  -0.001
C (-2.077815, -0.660038, -0.527809)  -0.029
O (-1.149204, -0.405866, -1.434126)  0.091
H (-3.747282, 3.666230, -0.842065)  0.001
H (-3.630466, 2.896157, 0.742237)  0.000
H (-4.956595, 2.476713, -0.355484)  0.000
H (-2.005870, 2.037697, -0.923735)  -0.025
H (-4.467330, 1.140740, -2.475685)  0.000
H (-2.798083, 0.695702, -2.883416)  -0.001
H (-3.295827, 2.385943, -2.962394)  0.000
H (-4.693941, 0.805138, 1.079402)  0.000
H (-4.691257, -1.353541, 2.270269)  0.001
H (-3.048803, -3.092598, 1.634051)  0.000
H (-1.413825, -3.879031, 0.380358)  0.000
H (-1.032697, -2.619293, -2.365682)  -0.002
H (-2.319101, -3.745244, -1.916291)  0.000
H (-0.635020, -4.293001, -1.928007)  0.000
H (0.668534, -1.868795, -0.557828)  0.011
H (0.957555, -3.557376, -0.113089)  0.000
H (0.443001, -2.397675, 1.120335)  -0.001
O (-0.210452, 4.559001, -3.240372)  0.002
Se (0.731007, 3.422214, -2.601211)  -0.005
O (0.292282, 3.071010, -1.002906)  0.064
O (0.439685, 1.898409, -3.225164)  0.047
O (2.324598, 3.720517, -2.675543)  0.002

Cartesian forces, eV/Å:
Fe 0.044 0.009 0.012
O -0.023 -0.032 0.020
N -0.017 0.019 -0.010
O 0.042 0.012 -0.001
C 0.009 -0.005 -0.010
C -0.001 0.000 0.013
C 0.009 0.005 -0.007
C -0.004 -0.006 -0.004
C -0.009 0.000 0.001
C 0.003 0.014 0.001
N -0.003 -0.013 -0.014
C 0.016 0.001 -0.010
C -0.004 0.003 0.020
N -0.073 0.035 0.011
C 0.021 -0.011 -0.009
C -0.005 0.003 -0.009
C 0.002 0.011 0.004
C -0.008 -0.006 0.001
H 0.003 0.003 0.001
H 0.001 0.003 0.000
H -0.002 0.001 -0.002
H -0.009 0.003 -0.003
H -0.009 0.004 -0.010
H 0.001 -0.004 0.001
H -0.003 -0.003 -0.003
C 0.016 0.027 -0.004
C 0.021 -0.058 0.030
C -0.016 -0.004 0.007
C -0.020 0.019 -0.033
C -0.016 -0.016 0.012
C -0.014 0.033 -0.005
C 0.022 -0.027 0.002
C 0.008 -0.009 -0.021
C 0.000 -0.001 0.034
C -0.001 0.014 -0.002
C -0.004 -0.012 -0.020
C 0.022 0.027 -0.001
O 0.005 -0.024 0.043
H 0.002 0.001 0.004
H -0.005 0.000 -0.013
H -0.009 -0.007 0.000
H -0.002 0.015 -0.003
H -0.004 0.002 -0.012
H 0.004 -0.002 0.006
H -0.001 0.004 0.007
H 0.001 0.001 0.009
H -0.001 0.002 0.002
H -0.001 0.000 -0.003
H 0.001 0.002 -0.003
H -0.002 -0.002 -0.005
H -0.001 -0.002 0.000
H 0.002 -0.002 0.001
H -0.002 0.002 -0.001
H -0.001 -0.001 0.000
H -0.005 0.000 0.008
O -0.022 0.034 -0.006
Se 0.043 0.135 0.161
O 0.024 -0.043 -0.026
O -0.048 -0.168 -0.161
O 0.023 0.011 0.003

Multiplicity: 5
Energy relative to the best compared isomer or geometry (same formula, charge and spin) (kcal per mole): 0.0
LUMO level (alpha / beta) (eV): 0.84 / 0.85
Total charge: -1



(3)
ORCA calculation (wB97M-V/def2-TZVPD) on 2 unconnected molecules or ions with the total composition C24H24N2O2S at a distorted geometry.

Each line ends with the Löwdin charge.
Geometry (Å):
C (3.186832, 1.774088, 5.321320)  -0.117
C (3.819942, 0.660719, 4.756770)  -0.105
C (3.056594, -0.334603, 4.123110)  -0.101
C (1.675137, -0.190041, 4.062413)  -0.338
S (0.556661, -1.458753, 3.244360)  0.599
O (-0.197763, -2.088346, 4.327105)  -0.516
O (-0.219934, -0.715380, 2.250242)  -0.550
C (1.035921, 0.892854, 4.625512)  -0.109
C (1.795290, 1.885468, 5.256745)  -0.103
H (3.780170, 2.545475, 5.812855)  0.091
H (4.906292, 0.561121, 4.809344)  0.093
H (3.521156, -1.217390, 3.681078)  0.095
H (-0.050739, 0.981253, 4.590020)  0.107
H (1.286629, 2.738648, 5.701017)  0.092
C (-4.831181, -4.278749, -1.703525)  -0.071
N (-4.095860, -3.344868, -2.529720)  -0.258
C (-4.189370, -3.601223, -3.951218)  -0.077
C (-3.334250, -2.301963, -1.989835)  -0.236
C (-1.969167, -2.498143, -1.668833)  0.021
C (-1.221324, -1.469890, -1.129309)  -0.018
C (-1.790885, -0.194503, -0.886988)  -0.203
C (-0.997892, 0.904269, -0.423260)  0.108
C (0.281472, 1.150000, -0.893589)  -0.112
C (1.191655, 2.198618, -0.430236)  -0.103
C (1.107772, 3.152863, 0.571624)  0.012
C (2.163391, 4.072145, 0.710952)  -0.054
C (3.278158, 4.035094, -0.141888)  -0.063
C (3.369134, 3.072547, -1.160645)  -0.001
C (2.325885, 2.166587, -1.267895)  -0.155
N (2.136568, 1.138863, -2.205537)  -0.055
C (3.034143, 0.780061, -3.284433)  0.009
C (0.947947, 0.528681, -1.986301)  0.074
C (-3.175037, -0.028469, -1.149608)  -0.006
C (-3.918537, -1.038565, -1.725745)  0.009
H (-4.693112, -4.022541, -0.647546)  0.096
H (-5.900688, -4.243169, -1.956790)  0.082
H (-4.473649, -5.302653, -1.886299)  0.083
H (-3.595304, -2.861846, -4.499549)  0.089
H (-3.820874, -4.613372, -4.174417)  0.081
H (-5.239860, -3.545198, -4.273266)  0.081
H (-1.529131, -3.478472, -1.860452)  0.126
H (-0.174870, -1.634844, -0.875207)  0.124
H (-1.439955, 1.646998, 0.241264)  0.143
H (0.227404, 3.157212, 1.212451)  0.122
H (2.114321, 4.832708, 1.489218)  0.109
H (4.078030, 4.761459, -0.008289)  0.108
H (4.204504, 3.017228, -1.853735)  0.105
H (3.904556, 1.436188, -3.246979)  0.085
H (3.348410, -0.267394, -3.182709)  0.108
H (2.526934, 0.885826, -4.253699)  0.107
H (0.603326, -0.282184, -2.619530)  0.149
H (-3.635589, 0.935660, -0.935489)  0.120
H (-4.969263, -0.900072, -1.984878)  0.123

Cartesian forces, eV/Å:
C -0.009 -0.237 -0.157
C -0.265 -0.164 -0.132
C -0.097 0.366 0.141
C -0.993 -0.191 -0.080
S 3.334 -2.491 -0.678
O -0.881 0.539 1.001
O -1.370 1.783 -0.978
C 0.459 0.944 0.533
C -0.119 -0.184 -0.124
H -0.150 -0.177 -0.103
H -0.296 0.045 0.007
H -0.063 0.189 0.088
H 0.212 -0.129 -0.074
H 0.155 -0.061 -0.009
C 0.189 0.282 0.028
N -0.336 -0.345 -0.278
C 0.157 0.206 0.319
C 0.608 0.647 0.391
C -0.760 0.053 -0.243
C 0.300 0.516 -0.081
C -0.776 -0.967 -0.167
C 0.616 0.018 -0.476
C 0.071 0.106 0.436
C 0.356 0.077 -0.442
C 0.339 0.298 0.064
C -0.363 -0.376 -0.122
C -0.199 -0.440 -0.280
C -0.040 0.182 0.297
C -0.417 0.275 0.370
N -1.538 -0.923 0.250
C 0.155 -0.249 -0.360
C 0.871 0.696 0.134
C 0.489 0.320 0.226
C 0.184 -0.722 -0.134
H -0.102 -0.162 -0.207
H 0.056 -0.066 0.179
H -0.086 0.050 0.182
H -0.165 -0.213 0.012
H 0.002 0.140 -0.160
H 0.160 0.028 -0.141
H -0.109 0.293 0.146
H -0.293 -0.005 0.164
H 0.030 -0.237 -0.061
H 0.337 0.181 0.050
H 0.013 -0.235 -0.177
H -0.188 -0.195 -0.069
H -0.012 0.205 0.282
H -0.131 -0.210 -0.105
H 0.028 0.352 0.066
H 0.179 0.116 0.297
H 0.106 0.245 0.060
H 0.063 -0.194 -0.042
H 0.291 0.020 0.156

Multiplicity: 1
Energy relative to the best compared isomer or geometry (same formula, charge and spin) (kcal per mole): 135.4
LUMO level (eV): -2.34